Record 1
Molecular formula: C15H40F2N6O9S2
Method: DFT, ωB97M-V/def2-TZVPD

Values from the calculation:
Gap between HOMO and LUMO, eV: 4.619
Calculated total energy, eV: -70635.951
HOMO, eV: -12.22
LUMO, eV: -7.60

```
! RIJCOSX wB97M-V def2-TZVPD def2/J DEFGRID3
* xyz 4 1
C -15.427 0.263 12.978
C -14.169 -0.331 13.583
O -13.890 -0.926 14.536
N -12.830 0.079 12.751
H -12.894 -0.499 11.920
H -13.015 1.022 12.364
C -11.527 -0.086 13.428
H -15.250 1.356 12.888
H -16.291 0.080 13.684
H -15.605 -0.152 11.961
H -11.763 0.219 14.452
H -10.807 0.525 12.931
H -11.257 -1.172 13.366
C -6.979 0.583 25.863
C -8.166 -0.402 25.788
O -9.166 -0.513 25.191
N -7.737 -1.930 26.638
H -9.083 -2.527 22.008
H -6.795 -2.173 26.978
C -8.606 -2.899 26.659
H -7.515 1.499 25.678
H -6.216 0.584 25.066
H -6.554 0.662 26.837
H -8.082 -3.847 26.522
H -9.602 -2.682 26.306
H -8.735 -3.220 27.750
C 0.298 -3.204 17.430
C -0.006 -3.610 16.016
O 0.126 -4.603 15.401
N -0.603 -2.350 15.219
H -0.057 -1.542 15.449
H -0.424 -2.523 14.263
C -2.032 -2.080 15.463
H 1.363 -3.198 17.591
H -0.239 -3.862 18.155
H -0.049 -2.218 17.586
H -2.607 -2.907 15.173
H -2.359 -1.234 14.882
H -2.143 -1.977 16.486
C 2.038 -3.387 26.712
C 2.673 -4.719 26.954
O 2.772 -5.468 27.817
N 3.753 -5.154 25.568
H 4.012 -4.282 25.166
H 4.521 -5.574 26.106
C 3.221 -5.965 24.344
H 2.494 -2.662 27.344
H 1.015 -3.598 26.999
H 2.074 -3.027 25.675
H 2.114 -6.203 24.397
H 3.679 -6.971 24.327
H 3.427 -5.404 23.437
C -12.352 -5.022 17.253
C -13.587 -4.294 17.622
O -14.406 -3.763 16.971
N -13.868 -4.373 19.197
H -14.277 -5.267 19.328
H -12.993 -4.336 19.711
C -14.696 -3.242 19.626
H -12.530 -6.000 17.671
H -11.486 -4.483 17.785
H -12.220 -5.214 16.163
H -15.734 -3.369 19.294
H -14.224 -2.364 19.242
H -14.738 -3.172 20.716
N -8.669 -3.402 22.123
S -7.290 -3.099 22.853
O -7.521 -2.774 24.262
O -6.475 -2.159 22.198
F -6.817 -4.584 22.776
S -9.780 -4.589 22.522
O -9.432 -5.820 21.893
O -11.071 -4.024 22.553
F -9.525 -4.712 24.068
*
```

=====

Record 2
Molecular formula: C22H19N3O3PS5SbZn
Method: DFT, ωB97M-V/def2-TZVPD

Values from the calculation:
Gap between HOMO and LUMO, eV: 5.913
Calculated total energy, eV: -152162.595
HOMO, eV: -2.66
LUMO, eV: 3.25

```
! RIJCOSX wB97M-V def2-TZVPD def2/J DEFGRID3
* xyz -2 1
Zn 1.645 0.035 2.242
S 5.143 -2.367 4.059
Sb 4.376 -0.272 3.577
S 2.121 0.002 4.445
S 3.688 -0.262 1.244
S 5.640 1.544 4.055
C -1.598 -1.777 1.513
P 0.221 -1.750 1.289
C 0.396 -1.713 -0.523
C -0.419 -0.864 -1.276
C -0.238 -0.745 -2.647
C 0.766 -1.466 -3.279
C 1.593 -2.294 -2.533
C 1.415 -2.415 -1.162
C 0.779 -3.402 1.800
C 2.041 -3.534 2.373
C 2.489 -4.780 2.798
C 1.686 -5.897 2.643
C 0.423 -5.773 2.071
C -0.031 -4.532 1.655
H -1.818 -2.068 2.540
H -2.083 -2.459 0.816
H -2.000 -0.778 1.351
H -1.200 -0.280 -0.804
H -0.884 -0.087 -3.215
H 0.908 -1.377 -4.349
H 2.391 -2.845 -3.017
H 2.078 -3.046 -0.584
H 2.690 -2.680 2.510
H 3.465 -4.838 3.266
H 2.034 -6.867 2.979
H -0.213 -6.643 1.959
H -1.020 -4.451 1.222
O -5.595 3.487 -1.451
S -5.309 4.569 -2.370
O -5.721 4.335 -3.742
O -5.596 5.900 -1.859
C -3.488 4.609 -2.478
N -2.967 5.405 -3.417
C -1.649 5.474 -3.464
C -0.822 4.768 -2.603
C -1.460 3.962 -1.673
N -2.788 3.891 -1.606
C -0.706 3.136 -0.688
C 0.621 2.784 -0.887
C 1.264 1.988 0.044
N 0.653 1.554 1.145
C -0.620 1.908 1.358
C -1.339 2.684 0.470
H -1.223 6.129 -4.219
H 0.252 4.864 -2.650
H 1.157 3.088 -1.775
H 2.295 1.667 -0.072
H -1.069 1.544 2.275
H -2.376 2.935 0.647
*
```

=====

Record 3
Molecular formula: C30H80FeLiO34PS10
Method: DFT, ωB97M-V/def2-TZVPD

Values from the calculation:
⟨S²⟩: 8.758
Gap between HOMO and LUMO (alpha / beta), eV: 8.579 / 7.918
Calculated total energy, eV: -254243.158
HOMO (alpha / beta), eV: -10.60 / -10.29
LUMO (alpha / beta), eV: -2.02 / -2.38

```
! RIJCOSX wB97M-V def2-TZVPD def2/J DEFGRID3
* xyz 1 6
Li -0.751 -2.957 1.631
Fe -0.210 -0.253 -0.974
P -1.827 -0.912 0.641
O -0.533 -1.663 0.251
O -2.332 -1.821 1.790
O -2.011 -0.863 -0.867
O -0.978 0.321 0.673
O -0.173 -4.061 -1.702
S 0.255 -4.973 -0.635
O 0.373 -4.511 0.730
O -0.582 -6.365 -0.677
C -0.407 -7.295 0.360
C -1.761 -8.113 0.493
C 1.951 -5.736 -1.056
H -0.046 -6.911 1.315
H 0.300 -8.010 -0.060
H -1.831 -8.831 1.311
H -2.122 -8.498 -0.461
H -2.575 -7.480 0.846
H 1.892 -6.754 -0.672
H 2.621 -5.201 -0.383
H 2.173 -5.605 -2.115
O -2.148 2.193 -4.187
S -2.224 2.033 -2.743
O -1.193 1.294 -2.016
O -2.474 3.485 -2.035
C -3.484 4.315 -2.492
C -4.232 5.047 -1.406
C -3.736 1.157 -2.325
H -4.310 3.849 -3.030
H -3.156 5.035 -3.242
H -3.693 5.934 -1.070
H -4.288 4.379 -0.547
H -5.260 5.351 -1.600
H -3.839 1.075 -1.243
H -3.682 0.156 -2.753
H -4.592 1.741 -2.664
O 0.661 3.702 0.277
S 1.623 2.597 0.158
O 1.194 1.324 -0.490
O 2.904 3.138 -0.738
C 3.189 4.526 -0.590
C 4.579 4.727 -0.122
C 2.466 2.181 1.767
H 2.429 5.153 -0.126
H 3.335 4.818 -1.630
H 5.335 4.235 -0.734
H 4.649 4.440 0.927
H 4.863 5.774 -0.012
H 1.604 1.945 2.391
H 3.086 2.995 2.144
H 3.073 1.298 1.567
O 3.579 -2.713 -0.860
S 3.054 -1.483 -1.484
O 1.627 -1.114 -1.453
O 3.907 -0.189 -0.922
C 5.322 -0.294 -0.801
C 5.890 1.141 -0.713
C 3.584 -1.523 -3.238
H 5.773 -0.772 -1.671
H 5.689 -0.921 0.012
H 5.541 1.707 -1.577
H 6.977 1.152 -0.637
H 5.508 1.651 0.172
H 4.013 -0.573 -3.556
H 2.733 -1.739 -3.882
H 4.333 -2.299 -3.398
O -4.639 7.197 4.212
S -4.106 5.867 4.463
O -4.988 4.766 4.824
O -3.309 5.328 3.101
C -2.926 3.942 3.010
C -3.280 3.166 1.708
C -2.603 5.924 5.508
H -3.322 3.355 3.839
H -1.847 3.876 3.151
H -2.770 3.537 0.819
H -4.320 3.142 1.381
H -3.001 2.118 1.824
H -1.821 6.561 5.094
H -2.281 4.883 5.498
H -2.987 6.191 6.493
O -1.044 0.083 6.763
S -1.702 0.841 5.737
O -3.084 1.339 5.889
O -0.789 2.199 5.409
C 0.639 1.986 5.256
C 1.268 3.341 4.972
C -1.518 -0.056 4.176
H 0.806 1.275 4.447
H 1.005 1.659 6.229
H 2.348 3.237 4.870
H 0.976 4.062 5.736
H 1.080 3.935 4.077
H -0.653 -0.709 4.289
H -1.288 0.619 3.352
H -2.392 -0.698 4.070
O -6.122 -4.793 -0.835
S -4.911 -4.313 -1.532
O -4.530 -4.901 -2.862
O -5.099 -2.661 -1.762
C -5.469 -1.958 -0.666
C -6.963 -1.762 -0.585
C -3.445 -4.395 -0.307
H -4.975 -0.989 -0.738
H -4.937 -2.319 0.213
H -7.455 -2.697 -0.314
H -7.275 -1.619 -1.620
H -7.281 -0.908 0.012
H -3.782 -4.093 0.685
H -2.553 -3.830 -0.576
H -3.155 -5.445 -0.291
O 0.855 -2.676 3.086
S 1.911 -1.697 2.897
O 1.828 -0.546 1.951
O 2.371 -1.057 4.414
C 2.222 -1.915 5.515
C 3.082 -1.444 6.741
C 3.558 -2.554 2.464
H 2.408 -2.970 5.313
H 1.173 -1.939 5.809
H 2.839 -0.408 6.973
H 4.145 -1.553 6.525
H 3.041 -1.991 7.683
H 4.420 -1.917 2.267
H 3.461 -3.171 1.571
H 3.921 -3.183 3.278
O 1.653 1.931 -5.568
S 1.669 2.152 -4.118
O 1.261 1.095 -3.144
O 3.313 2.548 -3.707
C 3.989 3.623 -4.420
C 5.358 3.137 -4.644
C 0.911 3.821 -3.741
H 4.066 4.455 -3.720
H 3.536 3.953 -5.355
H 5.618 2.448 -3.840
H 6.064 3.967 -4.613
H 5.470 2.712 -5.641
H -0.151 3.745 -3.508
H 1.128 4.379 -4.652
H 1.398 4.207 -2.845
O -0.462 -0.958 -2.913
S -0.758 -1.717 -4.156
O -0.952 -1.070 -5.427
O 0.412 -2.872 -4.354
C 0.418 -3.648 -5.503
C 0.549 -5.125 -4.953
C -2.261 -2.817 -3.982
H 1.419 -3.466 -5.894
H -0.400 -3.437 -6.193
H 1.378 -5.272 -4.261
H 0.870 -5.807 -5.741
H -0.341 -5.582 -4.522
H -2.341 -3.279 -4.966
H -3.142 -2.223 -3.739
H -2.035 -3.597 -3.255
*
```

=====

Record 4
Molecular formula: C23H25N5O2S
Method: DFT, ωB97M-V/def2-TZVPD

Values from the calculation:
Structure (SMILES): Cc1ccccc1N(C(=O)c1csnn1)[C@H](C(=O)NC1CCCCC1)c1ccncc1
Gap between HOMO and LUMO, eV: 9.097
Calculated total energy, eV: -46638.016
HOMO, eV: -9.17
LUMO, eV: -0.08

```
! RIJCOSX wB97M-V def2-TZVPD def2/J DEFGRID3
* xyz 0 1
C 2.692 3.153 0.246
C 2.867 1.913 1.063
C 3.921 1.790 1.958
C 4.127 0.625 2.675
C 3.276 -0.453 2.506
C 2.217 -0.351 1.624
C 2.013 0.821 0.909
N 0.884 0.889 0.036
C 0.825 0.141 -1.082
O -0.202 -0.090 -1.710
C 2.129 -0.386 -1.555
C 2.301 -1.583 -2.215
S 3.948 -1.741 -2.607
N 4.287 -0.265 -1.924
N 3.284 0.299 -1.434
H 1.564 -2.320 -2.459
C -0.314 1.499 0.607
C -1.142 2.250 -0.406
C -2.507 2.427 -0.199
C -3.234 3.149 -1.131
N -2.703 3.685 -2.215
C -1.406 3.527 -2.406
C -0.581 2.830 -1.538
H 0.472 2.738 -1.751
H -1.006 3.983 -3.302
H -4.298 3.304 -1.004
H -2.990 2.014 0.673
H 0.033 2.207 1.372
C -1.137 0.429 1.371
O -1.218 0.441 2.583
N -1.716 -0.468 0.568
H -1.524 -0.424 -0.428
C -2.452 -1.613 1.072
C -1.500 -2.784 1.336
C -0.765 -3.208 0.061
C -1.669 -3.122 -1.178
C -3.140 -3.213 -0.785
C -3.548 -2.012 0.073
H -4.467 -2.248 0.610
H -3.756 -1.156 -0.572
H -3.307 -4.141 -0.235
H -3.763 -3.245 -1.680
H -1.499 -2.180 -1.703
H -1.424 -3.929 -1.872
H -0.402 -4.230 0.193
H 0.110 -2.572 -0.090
H -2.086 -3.616 1.729
H -0.782 -2.494 2.106
H -2.891 -1.295 2.024
H 1.536 -1.179 1.486
H 3.432 -1.367 3.058
H 4.955 0.557 3.364
H 4.596 2.623 2.088
H 1.694 3.573 0.358
H 3.420 3.906 0.535
H 2.845 2.911 -0.805
*
```

=====

Record 5
Molecular formula: C25H37Br14F20O2PSSi2
Method: DFT, ωB97M-V/def2-TZVPD

Values from the calculation:
Gap between HOMO and LUMO, eV: 10.025
Calculated total energy, eV: -1101449.036
HOMO, eV: -9.81
LUMO, eV: 0.21

```
! RIJCOSX wB97M-V def2-TZVPD def2/J DEFGRID3
* xyz 0 1
O -0.976 3.761 1.875
P -0.619 2.429 1.310
Si -2.362 1.006 1.487
O -2.809 0.628 3.029
Si -1.700 -0.028 4.102
S -2.177 0.509 6.110
C -1.581 -1.890 3.951
C -0.598 -2.563 4.927
C 0.868 -2.358 4.563
F 1.474 -3.576 4.496
F 1.004 -1.802 3.342
C 1.667 -1.550 5.620
F 1.887 -2.387 6.655
F 0.914 -0.537 6.079
C 3.058 -1.019 5.138
F 3.934 -1.108 6.162
F 3.524 -1.791 4.131
C 3.009 0.441 4.656
F 2.029 0.534 3.732
F 2.700 1.259 5.685
C 4.303 0.983 4.013
F 4.503 0.406 2.814
F 5.374 0.732 4.788
C 4.240 2.524 3.791
F 5.275 2.855 2.989
F 3.098 2.850 3.173
F 4.369 3.195 4.937
C -2.020 -0.619 0.464
F -2.853 -1.588 0.918
F -0.738 -1.032 0.638
C -2.226 -0.424 -1.080
F -1.093 -0.764 -1.722
F -2.475 0.873 -1.351
C -3.382 -1.272 -1.662
F -3.163 -2.574 -1.505
F -3.545 -1.026 -2.979
F -4.520 -0.893 -1.062
H -0.291 2.520 -0.065
H 0.532 1.882 1.915
H -3.499 1.673 0.844
H -0.384 0.561 3.779
H -1.171 1.357 6.359
H -2.569 -2.289 4.176
H -1.343 -2.222 2.948
H -0.818 -2.263 5.944
H -0.769 -3.630 4.876
Br 2.197 -0.153 -4.969
C 1.317 -1.818 -5.458
C 0.032 -1.573 -6.200
Br -1.382 -0.986 -5.001
H 1.168 -2.372 -4.537
H 2.031 -2.347 -6.087
H -0.329 -2.497 -6.647
H 0.130 -0.815 -6.970
Br -8.674 -3.542 -5.553
C -7.713 -2.594 -4.150
C -6.310 -2.248 -4.569
Br -5.141 -3.802 -4.535
H -7.744 -3.228 -3.270
H -8.287 -1.689 -3.967
H -5.871 -1.539 -3.871
H -6.261 -1.841 -5.573
Br 3.752 6.814 4.361
C 2.342 6.385 3.090
C 0.988 6.341 3.744
Br 0.740 4.724 4.792
H 2.612 5.439 2.632
H 2.377 7.173 2.341
H 0.205 6.316 2.989
H 0.819 7.177 4.413
Br -7.858 0.773 -8.119
C -8.784 -0.871 -8.595
C -10.047 -0.603 -9.366
Br -11.471 0.050 -8.213
H -8.965 -1.401 -7.667
H -8.078 -1.434 -9.202
H -10.427 -1.523 -9.804
H -9.910 0.140 -10.145
Br 5.309 -2.875 -6.172
C 6.103 -1.107 -5.977
C 5.547 -0.133 -6.977
Br 6.279 -0.429 -8.757
H 7.175 -1.235 -6.069
H 5.861 -0.793 -4.964
H 5.831 0.884 -6.713
H 4.468 -0.195 -7.065
Br -5.022 0.266 8.900
C -3.752 -0.166 10.309
C -3.206 1.072 10.969
Br -1.883 1.967 9.857
H -2.975 -0.773 9.857
H -4.309 -0.764 11.026
H -2.682 0.814 11.886
H -3.978 1.802 11.187
Br 10.299 -1.951 -6.737
C 11.194 -0.466 -5.855
C 10.521 -0.114 -4.556
Br 8.849 0.830 -4.862
H 11.197 0.360 -6.558
H 12.214 -0.798 -5.678
H 11.139 0.564 -3.971
H 10.282 -0.989 -3.962
*
```

=====

Record 6
Molecular formula: C8H16N6Si
Method: DFT, ωB97M-V/def2-TZVPD

Values from the calculation:
Gap between HOMO and LUMO, eV: 6.880
Calculated total energy, eV: -25357.039
HOMO, eV: -13.26
LUMO, eV: -6.38

```
! RIJCOSX wB97M-V def2-TZVPD def2/J DEFGRID3
* xyz 2 1
C 9.439 -4.918 3.255
C 8.268 -5.951 1.901
C 7.120 -6.442 1.119
C 9.582 -6.268 1.634
C 9.113 -7.575 -0.242
C -13.025 10.319 -2.413
C -10.821 9.409 -0.001
C -12.133 7.211 -2.368
N 8.202 -5.178 2.995
N 7.215 -7.269 0.122
N 10.321 -5.495 2.464
N 9.997 -7.002 0.561
N 5.878 -6.050 1.483
N 9.290 -8.445 -1.268
Si -12.037 8.932 -1.561
H 9.750 -4.237 4.003
H -13.429 10.022 -3.421
H -13.887 10.447 -1.811
H -12.273 11.170 -2.579
H -10.850 10.454 0.257
H -11.002 8.940 0.975
H -9.834 9.149 -0.335
H -11.833 7.154 -3.405
H -11.604 6.500 -1.843
H -13.161 6.823 -2.416
H 11.408 -5.494 2.575
H 10.967 -7.107 0.346
H 5.747 -5.607 2.419
H 4.916 -6.314 1.046
H 8.488 -8.556 -1.857
H 10.187 -8.621 -1.635
*
```

=====

Question: What is the calculated total energy in the sixth record?
Answer: -25357.039 eV